#one
ORCA calculation (wB97M-V/def2-TZVPD) on a molecular structure, C5H13O2S.

Structure (ORCA input):
```
! wB97M-V def2-TZVPD RIJCOSX def2/J DEFGRID3
* xyz -1 1
S -1.842 -1.640 -1.237
O 0.038 1.430 0.625
O -0.214 2.160 2.921
C 1.343 -0.284 -0.516
C -0.996 -0.082 -1.635
C 1.261 0.898 0.554
C 0.411 0.088 -1.794
C -1.301 -1.936 0.504
H 0.951 -1.249 -0.081
H -1.293 0.330 -0.536
H -1.436 -1.035 1.140
H -1.734 -2.899 0.683
H -0.501 2.114 1.734
H 1.944 1.692 0.085
H 0.836 -0.488 -2.677
H -0.279 -2.150 0.482
H -1.641 0.561 -2.320
H 2.454 -0.480 -0.648
H 0.461 1.141 -1.938
H -0.273 1.176 3.195
H 1.810 0.655 1.458
*
```

Lowest unoccupied orbital energy, eV: 3.2
HOMO-LUMO gap, eV: 6.810
Molar mass, g/mol: 137.22
Highest occupied orbital energy, Ha: -0.132

Here are the Löwdin charges for atoms 1 to 5, given in e:
1 S 0.723
2 O -0.328
3 O -0.355
4 C -0.156
5 C -0.595

=====

#two
ORCA calculation (wB97M-V/def2-TZVPD) on 2 unconnected molecules or ions with the total composition C5H13O2S.

Structure (ORCA input):
```
! wB97M-V def2-TZVPD RIJCOSX def2/J DEFGRID3
* xyz -1 1
S -1.785 -1.646 -0.701
O 1.333 -0.562 2.541
O 1.890 1.387 1.086
C -1.475 -1.449 1.084
C 0.924 1.466 0.089
C 1.030 0.241 -0.842
C 0.011 0.110 -1.977
C -1.408 -0.008 -1.469
H 1.020 -0.622 -0.167
H -0.690 -2.152 1.357
H 0.257 -0.694 -2.672
H -2.416 -1.513 1.610
H -2.204 0.034 -2.211
H 0.119 1.059 -2.520
H 1.425 0.308 1.928
H -0.055 1.550 0.613
H 1.007 2.377 -0.547
H 1.480 -0.326 3.463
H -0.913 -0.533 1.285
H -1.586 0.745 -0.700
H 2.039 0.228 -1.252
*
```

Lowest unoccupied orbital energy, eV: 3.3
HOMO-LUMO gap, eV: 6.694
Molar mass, g/mol: 137.22
Highest occupied orbital energy, Ha: -0.126

Here are the Löwdin charges for atoms 1 to 5, given in e:
1 S 0.747
2 O -0.198
3 O -0.336
4 C -0.418
5 C -0.443

=====

Quick one: most stable of them? #two

=====

#one
ORCA calculation (wB97M-V/def2-TZVPD) on 3 unconnected molecules or ions with the total composition C3H13N2O3.

Structure (ORCA input):
```
! wB97M-V def2-TZVPD RIJCOSX def2/J DEFGRID3
* xyz 1 1
O 3.456 -0.277 -0.272
O 1.460 1.158 -1.579
O 0.628 -1.153 -0.059
N -2.449 -0.553 -1.225
N 0.510 -0.275 2.108
C -2.299 0.375 -0.102
C -0.990 0.641 0.454
C -0.179 -0.547 0.939
H 1.187 0.472 2.087
H 4.314 -0.024 -0.637
H 1.450 1.598 -2.437
H -1.057 1.578 1.009
H 1.522 -0.821 0.134
H -2.886 -0.012 0.754
H -1.542 -0.874 -1.588
H -2.939 -1.416 -0.939
H -2.775 1.325 -0.371
H 0.113 -0.455 3.006
H -0.920 -1.326 1.168
H 0.582 0.796 -1.463
H 2.815 -0.210 -0.987
*
```

Lowest unoccupied orbital energy, eV: -7.5
HOMO-LUMO gap, eV: 6.973
Molar mass, g/mol: 125.15
Highest occupied orbital energy, Ha: -0.531

Here are the Löwdin charges for atoms 1 to 5, given in e:
1 O -0.060
2 O -0.024
3 O 0.013
4 N 0.079
5 N 0.167

=====

#two
ORCA calculation (wB97M-V/def2-TZVPD) on 3 unconnected molecules or ions with the total composition C3H13N2O3.

Structure (ORCA input):
```
! wB97M-V def2-TZVPD RIJCOSX def2/J DEFGRID3
* xyz 1 1
O 1.892 -0.208 -0.368
O -0.003 -1.465 -1.817
O -2.547 -1.400 0.217
N 0.750 1.230 -1.833
N 0.000 -1.024 1.974
C 1.159 0.956 -0.444
C 0.248 0.463 1.840
C 0.071 1.044 0.519
H -0.119 1.774 -1.816
H 1.323 0.560 2.067
H 1.854 1.769 -0.130
H 0.377 -0.702 -2.286
H -0.924 -1.226 1.580
H -0.537 1.956 0.561
H -0.322 1.017 2.584
H 1.324 -0.987 -0.250
H -3.380 -1.611 -0.238
H 1.429 1.767 -2.350
H -0.361 -2.052 -2.497
H -2.107 -0.712 -0.287
H -0.125 -1.149 2.974
*
```

Lowest unoccupied orbital energy, eV: -7.8
HOMO-LUMO gap, eV: 6.569
Molar mass, g/mol: 125.15
Highest occupied orbital energy, Ha: -0.529

Here are the Löwdin charges for atoms 1 to 5, given in e:
1 O 0.032
2 O -0.054
3 O -0.051
4 N 0.092
5 N 0.071

=====

Quick one: most stable of them? #two

=====

#one
ORCA calculation (wB97M-V/def2-TZVPD) on 2 unconnected molecules or ions with the total composition CH2P2S.

Structure (ORCA input):
```
! wB97M-V def2-TZVPD RIJCOSX def2/J DEFGRID3
* xyz 0 1
S 3.611 0.843 0.231
P 0.615 0.821 0.506
P 3.440 -1.050 0.010
C 0.072 -0.583 -0.073
H -0.592 1.500 0.775
H 0.604 -1.458 -0.402
*
```

Lowest unoccupied orbital energy (spin up / spin down), eV: -1.5 / -1.7
HOMO-LUMO gap (spin up / spin down), eV: 6.920 / 6.006
Molar mass, g/mol: 108.04
Highest occupied orbital energy (spin up / spin down), Ha: -0.309 / -0.284

Here are the Löwdin charges for atoms 1 to 5, given in e:
1 S -0.083
2 P 0.577
3 P 0.194
4 C -0.418
5 H -0.146

=====

#two
ORCA calculation (wB97M-V/def2-TZVPD) on 2 unconnected molecules or ions with the total composition CH2P2S.

Structure (ORCA input):
```
! wB97M-V def2-TZVPD RIJCOSX def2/J DEFGRID3
* xyz 0 1
S -3.009 -0.150 -1.177
P 3.047 -0.777 0.305
P -1.693 -1.676 -0.940
C 2.490 0.638 0.657
H 2.202 1.455 1.208
H -3.037 0.512 -0.054
*
```

Lowest unoccupied orbital energy (spin up / spin down), eV: -1.3 / -1.3
HOMO-LUMO gap (spin up / spin down), eV: 6.821 / 6.819
Molar mass, g/mol: 108.04
Highest occupied orbital energy (spin up / spin down), Ha: -0.297 / -0.297

Here are the Löwdin charges for atoms 1 to 5, given in e:
1 S 0.110
2 P 0.655
3 P 0.136
4 C -0.534
5 H -0.118

=====

Quick one: most stable of them? #two

=====

#one
ORCA calculation (wB97M-V/def2-TZVPD) on 2 unconnected molecules or ions with the total composition H2.

Structure (ORCA input):
```
! wB97M-V def2-TZVPD RIJCOSX def2/J DEFGRID3
* xyz 0 1
H 0.000 0.000 1.377
H 0.000 0.000 -1.377
*
```

Lowest unoccupied orbital energy, eV: -3.6
HOMO-LUMO gap, eV: 5.800
Molar mass, g/mol: 2.02
Highest occupied orbital energy, Ha: -0.347

What are the Löwdin partial charges on each atom? They are as follows, in elementary charge units:
1 H 0.000
2 H 0.000

=====

#two
ORCA calculation (wB97M-V/def2-TZVPD) on H2 in the gas phase.

Structure (ORCA input):
```
! wB97M-V def2-TZVPD RIJCOSX def2/J DEFGRID3
* xyz 0 1
H 0.000 0.000 -0.374
H 0.000 0.000 0.374
*
```

Lowest unoccupied orbital energy, eV: 2.6
HOMO-LUMO gap, eV: 17.021
Molar mass, g/mol: 2.02
Highest occupied orbital energy, Ha: -0.531
SMILES: [H][H]

What are the Löwdin partial charges on each atom? They are as follows, in elementary charge units:
1 H 0.000
2 H 0.000

=====

Quick one: most stable of them? #two

=====

#one
ORCA calculation (wB97M-V/def2-TZVPD) on a molecular structure, C5H12S.

Structure (ORCA input):
```
! wB97M-V def2-TZVPD RIJCOSX def2/J DEFGRID3
* xyz 0 1
S 0.667 1.310 -0.049
C -0.944 -0.840 -1.048
C -0.529 0.034 0.157
C -1.831 0.892 0.684
C 0.314 -0.799 1.171
C 2.227 0.698 -0.722
H -1.356 1.570 1.482
H -2.599 0.384 1.528
H -2.321 -1.023 -1.153
H 2.924 0.292 0.102
H -0.481 -0.008 -2.080
H -0.380 -2.123 -1.253
H -2.073 1.412 -0.322
H -0.597 -1.405 1.941
H 2.751 1.487 -1.359
H 1.223 -0.032 1.851
H 2.129 -0.184 -1.474
H 0.875 -1.665 0.544
*
```

Lowest unoccupied orbital energy, eV: 0.7
HOMO-LUMO gap, eV: 8.843
Molar mass, g/mol: 104.22
Highest occupied orbital energy, Ha: -0.299

Here are the Löwdin charges for atoms 1 to 5, given in e:
1 S 0.775
2 C -0.181
3 C -1.020
4 C -0.147
5 C -0.226

=====

#two
ORCA calculation (wB97M-V/def2-TZVPD) on C5H12S in the gas phase.

Structure (ORCA input):
```
! wB97M-V def2-TZVPD RIJCOSX def2/J DEFGRID3
* xyz 0 1
S -2.233 -0.856 -0.054
C 0.514 -1.280 -0.264
C -2.999 0.713 0.001
C 2.009 0.800 -0.146
C -0.562 -0.244 0.236
C 1.836 -0.693 0.160
H 1.885 1.227 -1.207
H -0.369 -0.266 1.303
H -2.774 1.208 -0.917
H 1.226 1.146 0.433
H 0.385 -1.327 -1.390
H 2.670 -1.246 -0.172
H 3.049 1.194 0.120
H -4.033 0.609 0.163
H -0.457 0.717 -0.425
H -2.473 1.355 0.694
H 1.919 -0.784 1.349
H 0.407 -2.274 0.116
*
```

Lowest unoccupied orbital energy, eV: 1.1
HOMO-LUMO gap, eV: 9.383
Molar mass, g/mol: 104.22
Highest occupied orbital energy, Ha: -0.306
SMILES: CCCCSC

Here are the Löwdin charges for atoms 1 to 5, given in e:
1 S 0.798
2 C -0.282
3 C -0.461
4 C -0.135
5 C -0.538

=====

Quick one: most stable of them? #two

=====

#one
ORCA calculation (wB97M-V/def2-TZVPD) on 2 unconnected molecules or ions with the total composition C4H2Cl4.

Structure (ORCA input):
```
! wB97M-V def2-TZVPD RIJCOSX def2/J DEFGRID3
* xyz 0 1
Cl -2.376 0.967 -2.018
Cl -0.070 -0.709 -2.146
Cl 2.948 0.351 -0.244
Cl 0.703 2.307 -0.267
C 0.659 -0.018 0.990
C -1.619 -0.488 -1.574
C 1.340 0.743 0.266
C -0.195 -0.827 1.548
H -0.886 -1.331 0.854
H -0.503 -0.995 2.591
*
```

Lowest unoccupied orbital energy, eV: -1.0
HOMO-LUMO gap, eV: 8.334
Molar mass, g/mol: 191.87
Highest occupied orbital energy, Ha: -0.343

Here are the Löwdin charges for atoms 1 to 5, given in e:
1 Cl 0.532
2 Cl 0.600
3 Cl 0.621
4 Cl 0.579
5 C -0.288

=====

#two
ORCA calculation (wB97M-V/def2-TZVPD) on 2 unconnected molecules or ions with the total composition C4H2Cl4.

Structure (ORCA input):
```
! wB97M-V def2-TZVPD RIJCOSX def2/J DEFGRID3
* xyz 0 1
Cl -0.406 0.006 2.427
Cl 2.489 0.167 1.992
Cl 3.371 3.065 -0.120
Cl -0.752 3.154 1.354
C 1.858 3.069 0.383
C 0.712 -0.364 0.031
C 0.897 -0.058 1.294
C 0.817 3.102 0.984
H 1.372 -0.691 -0.678
H -0.252 -0.747 -0.290
*
```

Lowest unoccupied orbital energy, eV: 0.6
HOMO-LUMO gap, eV: 10.003
Molar mass, g/mol: 191.87
Highest occupied orbital energy, Ha: -0.346
SMILES: C=C(Cl)Cl.ClC#CCl

Here are the Löwdin charges for atoms 1 to 5, given in e:
1 Cl 0.610
2 Cl 0.607
3 Cl 0.741
4 Cl 0.715
5 C -0.765

=====

Quick one: most stable of them? #two